[1]
DFT (ωB97M-V with the def2-TZVPD basis set) results for a molecular structure, C32H23N6O2Sn.

Computed properties:
Net charge: +1
Orbital gap (spin up / spin down) (eV): 5.64 / 5.77
Relative energy (zero: lowest compared OMol25 entry of this formula, charge and spin) (kcal/mol): 29.5

```
64
Properties=species:S:1:pos:R:3:forces:R:3:nbo_charge:R:1
Sn 0.219780 -0.872795 0.568368 -0.186 -0.770 -0.917 1.577
O -1.959589 0.096141 -1.111263 -0.112 0.201 0.139 -0.550
O 2.179516 0.307134 -0.280320 -0.195 -0.267 0.293 -0.685
N 0.929787 2.776404 -0.623938 -0.517 1.250 -0.680 -0.078
N -0.795291 -6.259123 -2.072940 0.019 -0.009 0.170 -0.391
N 0.052508 0.162867 2.570399 0.202 0.136 0.493 -0.422
N -0.035493 2.001633 -0.639407 0.427 -1.234 1.105 -0.117
N 0.208775 -3.105914 1.112823 0.111 1.143 0.299 -0.890
N 0.141458 -5.233341 -0.042660 0.465 -0.131 0.789 -0.614
C -3.635516 3.518037 2.814276 -0.044 0.053 0.008 -0.176
C -2.913749 1.439062 3.773357 0.018 -0.052 0.087 -0.128
C -3.923809 2.344105 3.496293 0.018 -0.024 0.050 -0.214
C 4.844295 2.492276 0.661593 -0.172 -0.238 -0.107 -0.051
C 0.030780 -1.142712 5.157128 -0.045 0.074 -0.049 -0.185
C -0.001964 -0.730246 7.522021 0.032 0.073 -0.045 -0.160
C -1.614733 1.708041 3.350766 -0.033 -0.060 -0.489 -0.131
C 2.967548 3.884330 -0.100254 -0.003 0.260 0.183 0.024
C -3.592743 3.044350 -2.563347 0.110 -0.066 0.005 -0.147
C 0.193711 -1.594543 6.453396 0.078 -0.102 0.009 -0.201
C -3.406083 1.756051 -2.092753 -0.083 -0.052 -0.063 -0.289
C -1.319107 2.895676 2.695353 0.101 -0.050 -0.109 -0.185
C -2.258557 -0.941979 -2.055662 0.010 -0.145 -0.045 -0.257
C -2.200475 1.382060 -1.518124 0.215 -0.110 0.105 0.395
C -0.375081 -5.770537 -1.113131 -0.318 0.161 -0.658 0.422
C -2.332597 3.806078 2.439609 0.047 -0.005 -0.025 -0.203
C -0.368176 0.176766 4.932389 0.247 -0.344 0.024 -0.060
C 3.208877 6.279489 -0.214615 -0.004 0.069 0.036 -0.183
C 4.276995 3.789345 0.411313 -0.133 0.252 -0.057 -0.122
C -0.375532 0.587739 7.297269 -0.005 -0.020 0.044 -0.193
C -0.575793 1.041539 6.005480 -0.059 0.049 -0.058 -0.194
C 2.455077 5.144755 -0.428443 -0.009 -0.083 0.087 -0.188
C 5.018427 4.954598 0.634341 -0.052 -0.167 -0.018 -0.147
C -0.573826 0.650070 3.544505 -0.356 0.204 0.553 0.260
C -1.189570 2.340477 -1.339470 -0.163 0.543 -0.701 -0.018
C 0.146095 -4.124559 0.502366 -0.132 -0.125 -0.429 0.665
C 2.188729 2.674347 -0.267784 0.215 -0.686 0.007 0.056
C -2.562051 3.971806 -2.476886 0.000 0.157 -0.026 -0.222
C 2.813882 1.359862 -0.066458 -0.012 0.295 -0.260 0.481
C 4.170973 1.352596 0.399307 0.271 -0.238 0.275 -0.314
C -1.379178 3.627268 -1.863034 0.010 -0.037 0.045 -0.167
C 4.487466 6.190230 0.332715 0.004 0.029 -0.019 -0.191
H -4.933037 2.137230 3.824509 -0.017 -0.018 -0.037 0.233
H 2.803995 7.248052 -0.473045 -0.013 0.017 -0.013 0.229
H -3.125266 0.527365 4.316577 -0.033 -0.035 -0.028 0.224
H -4.430506 4.214118 2.583596 0.007 0.036 0.039 0.230
H 0.173145 -1.806020 4.313245 0.011 -0.066 0.037 0.230
H -4.536682 3.323099 -3.009871 -0.026 -0.026 -0.010 0.233
H -2.166366 -1.881867 -1.515302 -0.016 -0.004 -0.015 0.205
H 5.856018 2.447753 1.046217 0.016 -0.027 -0.023 0.231
H 6.017212 4.868736 1.042021 0.027 0.015 -0.006 0.225
H -0.297836 3.109510 2.408747 0.027 0.001 -0.078 0.222
H -0.517757 1.258090 8.133116 -0.027 0.026 -0.002 0.231
H 0.478139 -2.621317 6.636912 0.002 -0.018 -0.027 0.234
H -2.688071 4.965819 -2.882947 -0.021 0.019 0.044 0.232
H 0.140926 -1.082398 8.534193 -0.014 -0.022 0.015 0.231
H 4.608977 0.375537 0.553862 0.064 0.024 0.019 0.242
H 5.067287 7.085408 0.506889 0.006 0.023 -0.010 0.232
H -2.101330 4.736130 1.941524 -0.003 0.057 -0.038 0.227
H -0.584416 4.352505 -1.757387 0.000 -0.020 0.031 0.226
H -3.269059 -0.863144 -2.449688 -0.005 0.010 0.053 0.196
H -4.205952 1.034256 -2.178655 0.024 -0.035 -0.001 0.234
H 1.466754 5.217086 -0.859579 0.002 0.020 -0.006 0.219
H -0.895722 2.059611 5.829296 0.035 0.025 0.000 0.232
H -1.542367 -0.923783 -2.879184 -0.016 0.062 0.007 0.195
```
Forces are in eV/Å.



[2]
DFT (ωB97M-V with the def2-TZVPD basis set) results for 3 unconnected molecules or ions with the total composition C32H23O9P.

Computed properties:
Net charge: 0
Orbital gap (eV): 8.58
Structure (SMILES): O=C1c2ccccc2C(=O)c2ccccc21.O=C1c2ccccc2C(=O)c2ccccc21.C=CC(=O)OCP(=O)(O)O

```
65
Properties=species:S:1:pos:R:3:forces:R:3:nbo_charge:R:1
P 1.854915 -2.704845 -2.822936 1.589 0.049 -0.235 2.282
O 0.805804 -1.484243 -2.699702 -0.189 -0.980 -0.576 -0.963
O 1.476434 -3.506218 -5.439638 -0.173 1.093 -0.007 -0.528
O -0.582890 -1.235231 4.775105 0.046 0.002 -0.003 -0.536
O -0.309847 3.861055 -2.420383 -0.045 -0.023 0.002 -0.532
O 1.143157 -4.093629 -2.409070 -0.461 1.044 -1.122 -0.949
O 3.020443 -2.438872 -1.986914 0.446 0.052 -0.234 -1.076
O -4.179903 4.969576 1.096926 0.010 -0.008 -0.024 -0.522
O 3.241510 -4.517388 2.987847 -0.020 0.010 0.030 -0.521
O 0.609506 -2.989624 -7.409440 -0.004 -0.073 0.778 -0.508
C -3.316495 4.693318 0.290383 -0.240 0.070 0.239 0.551
C -2.150432 3.234135 1.929087 0.043 -0.111 0.124 -0.152
C 0.975115 -0.232097 -5.540443 -0.197 -0.251 -0.005 -0.327
C -2.192035 3.789851 0.655969 0.087 -0.009 -0.111 -0.152
C -3.452463 6.327194 -3.647940 -0.036 -0.006 0.050 -0.195
C -4.484678 6.574767 -2.748522 0.067 -0.025 -0.016 -0.192
C 2.448753 -2.923218 -4.550987 -0.532 -0.501 0.440 -0.459
C 0.903178 -2.635677 6.685333 0.001 -0.013 0.184 -0.154
C 1.651441 -3.382842 7.578982 0.035 -0.040 -0.047 -0.195
C -0.169667 2.611009 0.078049 0.118 -0.124 0.066 -0.180
C 0.303945 -1.960763 4.369717 -0.268 0.208 0.098 0.554
C -2.338135 4.978866 -2.001891 -0.087 0.018 0.109 -0.057
C -1.127191 2.365640 2.271905 0.025 0.003 -0.040 -0.196
C -0.140138 2.049178 1.343432 -0.030 0.091 0.035 -0.196
C 0.599198 -2.063668 2.916512 0.129 -0.118 0.004 -0.157
C 0.806468 -2.632203 -6.276638 -0.311 -0.193 -1.797 0.751
C 2.393984 -3.749820 3.393419 0.240 -0.201 -0.139 0.509
C 1.617691 -2.901029 2.448942 -0.090 0.116 0.040 -0.051
C 1.907660 -2.946904 1.090969 0.026 -0.012 -0.097 -0.195
C -1.191153 3.486035 -0.270189 -0.131 0.026 0.068 -0.064
C -0.137077 -1.303914 2.018683 -0.121 0.102 -0.200 -0.167
C -3.362660 5.246457 -1.091495 0.113 -0.059 -0.086 -0.148
C 0.253000 -1.301227 -5.834726 0.459 -0.396 0.870 -0.332
C 2.849963 -4.388950 5.751775 0.075 -0.068 0.155 -0.188
C 2.111297 -3.631354 4.851577 -0.108 0.097 0.010 -0.048
C -2.382447 5.531009 -3.276305 -0.055 0.078 -0.146 -0.177
C -1.202470 4.091362 -1.629310 0.259 -0.056 -0.209 0.513
C 1.125610 -2.759901 5.319297 0.101 -0.073 -0.053 -0.154
C 2.620437 -4.265179 7.111624 -0.052 0.049 -0.008 -0.189
C 1.180253 -2.173302 0.202273 -0.253 -0.003 -0.241 -0.095
C -4.437152 6.040587 -1.471960 -0.119 0.109 -0.088 -0.154
C 0.152416 -1.359704 0.663986 0.060 -0.128 0.076 -0.232
H -5.236958 6.237260 -0.771062 0.080 -0.062 0.096 0.239
H -1.582589 5.334474 -3.977178 0.052 -0.081 0.094 0.236
H 0.653135 1.363590 1.609085 0.009 0.024 0.003 0.229
H 0.535709 -4.311724 -3.136824 -0.067 -0.563 0.219 0.499
H 0.147832 -1.952406 7.049043 -0.037 0.017 -0.135 0.238
H -5.326042 7.187515 -3.045044 0.010 0.004 0.006 0.219
H 1.479961 -3.280862 8.642764 -0.004 -0.003 -0.008 0.218
H 3.199660 -4.853586 7.811434 -0.003 0.004 -0.006 0.218
H 0.600243 2.365423 -0.641409 -0.046 0.099 -0.071 0.239
H -2.920093 3.476918 2.648995 -0.059 0.070 -0.099 0.240
H 3.606387 -5.071277 5.388631 -0.027 0.051 -0.129 0.240
H -0.420400 -0.761010 -0.034941 0.013 0.024 0.021 0.212
H 2.704106 -3.581861 0.726663 0.012 -0.016 0.075 0.246
H -0.934382 -0.664959 2.374487 0.034 -0.053 0.142 0.235
H -0.826093 -1.238433 -5.729291 0.030 -0.327 -0.065 0.231
H 0.463009 0.618828 -5.108447 0.298 0.263 -0.339 0.221
H 2.046973 -0.223457 -5.689580 -0.027 0.253 0.219 0.198
H 2.919476 -2.023712 -4.943235 -0.228 0.077 0.102 0.228
H -3.487254 6.753077 -4.642333 0.002 -0.002 0.007 0.219
H -0.110554 -1.764460 -2.824097 -0.088 0.229 -0.022 0.506
H 3.248016 -3.663196 -4.458593 -0.128 0.004 0.068 0.251
H 1.416137 -2.202578 -0.865846 -0.234 0.250 1.940 0.186
H -1.098548 1.929229 3.262774 0.003 -0.008 -0.011 0.229
```
Forces are in eV/Å.



[3]
DFT (ωB97M-V with the def2-TZVPD basis set) results for a molecular structure, C32H24AsBeN3PS3.

Computed properties:
Net charge: -1
Orbital gap (eV): 7.66

```
65
Properties=species:S:1:pos:R:3:forces:R:3:nbo_charge:R:1
As 13.817330 10.575806 8.951080 0.497 1.070 0.092 0.855
S 11.820916 9.368384 6.402187 0.152 0.161 -0.164 -0.754
S 15.415067 9.697527 6.419310 0.413 -0.568 -0.287 -0.494
S 9.426210 10.423826 4.053893 0.483 0.423 0.197 -0.622
P 9.967792 10.132757 5.927967 -0.458 -0.350 -0.680 1.185
N 13.985534 14.611676 5.528270 -0.359 -1.012 0.378 -0.665
N 14.262980 16.491685 7.156737 -0.620 -2.962 -1.872 -0.502
N 13.628393 12.229071 6.051762 -0.296 1.309 -0.025 -0.851
C 8.687553 13.589308 8.652588 0.260 0.443 0.300 -0.222
C 11.465191 7.585893 10.708163 0.446 0.132 -0.026 -0.223
C 15.738698 10.556470 9.036418 1.496 -1.069 -0.927 -0.312
C 14.277592 13.397200 9.645366 -1.220 -1.649 0.033 -0.223
C 13.627968 12.179956 10.065952 1.138 0.555 -0.385 -0.340
C 8.598889 7.765289 5.567233 -0.823 0.122 0.965 -0.180
C 17.822225 9.916452 7.832951 -0.827 0.534 0.074 -0.257
C 8.933359 8.748798 6.499405 0.208 -0.151 0.108 -0.375
C 18.517771 10.294493 8.966998 0.368 -0.602 0.353 -0.190
C 7.618067 6.821052 5.895248 1.140 -0.198 -1.337 -0.209
C 17.875680 10.670214 10.134018 -0.873 0.598 -0.158 -0.251
C 16.411510 10.069637 7.849278 -0.926 0.425 0.387 -0.128
C 12.537831 13.394032 11.771756 -0.040 1.063 1.137 -0.229
C 14.032281 14.590761 10.290063 0.344 0.079 0.211 -0.195
C 13.291523 9.057283 10.037204 -0.607 -0.425 0.335 -0.362
C 7.497460 7.703970 8.106878 -0.838 0.175 0.338 -0.224
C 12.859822 12.169195 11.201179 -1.286 -0.278 0.094 -0.186
C 10.395898 12.261488 7.660061 -0.113 -0.319 0.047 -0.211
C 10.042635 13.308855 8.479367 -1.145 -0.118 0.001 -0.147
C 14.093355 15.539277 6.458276 0.764 3.305 1.895 0.443
C 8.071711 11.788964 7.158957 0.649 0.889 0.047 -0.173
C 13.176553 14.586368 11.392394 -0.603 -0.555 -0.099 -0.226
C 9.435104 11.504753 7.004137 -0.034 -0.168 0.039 -0.389
C 13.744786 6.980059 11.179364 0.556 -0.143 0.323 -0.228
C 12.394773 6.707106 11.256955 -0.858 -1.084 1.137 -0.206
C 7.036048 6.812519 7.143985 -0.662 -0.508 0.254 -0.223
C 14.195943 8.159229 10.601784 0.668 0.307 -1.055 -0.149
C 7.719067 12.869516 7.987398 -0.017 -1.121 -0.626 -0.223
C 8.435571 8.682839 7.796441 0.005 -0.054 0.539 -0.207
C 16.485568 10.845332 10.180310 0.415 -0.441 -1.098 -0.229
C 11.922109 8.735851 10.099917 0.094 0.854 -0.731 -0.194
C 13.769138 13.388532 5.870373 0.121 -1.204 -0.105 0.665
Be 13.497323 10.615891 6.497143 0.505 0.546 0.436 1.456
H 12.386533 11.231880 11.581605 0.396 0.871 -0.437 0.213
H 10.770796 13.877507 9.000516 0.655 0.393 0.350 0.213
H 6.680422 13.115108 8.121363 -0.258 0.061 0.027 0.207
H 14.470055 6.262091 11.577150 -0.282 0.299 -0.121 0.210
H 6.979946 7.707970 9.071188 0.439 0.010 -0.152 0.205
H 8.747529 9.398336 8.584577 -0.247 -0.428 -0.733 0.224
H 12.057925 5.801360 11.840864 0.339 0.983 -0.972 0.209
H 6.185845 6.128059 7.361156 0.853 0.499 -0.065 0.209
H 15.268497 8.335880 10.409106 -0.560 -0.139 0.503 0.221
H 7.343492 11.235722 6.578729 -0.085 -0.006 0.172 0.231
H 7.423446 6.095145 5.091249 -0.428 0.208 0.673 0.209
H 11.761598 13.450862 12.555327 0.657 -0.144 -0.250 0.205
H 12.971459 15.510598 11.928201 -0.110 -0.166 -0.158 0.211
H 8.364965 14.383361 9.324577 0.195 -0.053 -0.148 0.207
H 18.389465 9.575211 6.965469 -0.540 0.101 0.064 0.223
H 15.975760 11.217299 11.049434 0.012 0.036 0.411 0.219
H 19.608308 10.228613 9.002071 -0.291 -0.032 -0.192 0.203
H 11.194740 9.377203 9.579984 0.355 -0.190 0.290 0.223
H 14.499528 15.512835 9.928472 -0.178 -0.368 0.163 0.241
H 10.402710 7.418143 10.682776 -0.173 -0.350 0.233 0.218
H 11.420836 11.971713 7.559159 0.507 0.052 -0.106 0.223
H 9.021744 7.814828 4.579683 0.044 -0.040 -0.180 0.245
H 18.468881 10.909506 10.981321 0.369 0.191 0.701 0.201
H 14.899921 13.336091 8.769632 0.216 0.199 -0.216 0.225
```
Forces are in eV/Å.



Number 1: maximum force 1.71 eV/A. Number 2: maximum force 1.97 eV/A. Number 3: maximum force 3.89 eV/A.